[1]
{
  "formula": "C3H8INO",
  "method": "ωB97M-V/def2-TZVPD",
  "species": ["C", "C", "O", "N", "H", "H", "C", "H", "H", "H", "H", "H", "H", "I"],
  "positions_angstrom": [[1.6894, -1.2287, 0.2979], [0.2141, -0.8461, -0.1380], [-0.5976, -1.8081, -0.2315], [-0.2444, 0.5816, -0.3743], [0.1024, 1.2853, 0.1504], [0.0319, 0.6012, -1.2945], [-1.7662, 0.7393, -0.4705], [1.7205, -2.0278, 1.0901], [2.2195, -0.4753, 0.6746], [2.4569, -1.7636, -0.4035], [-2.3720, 0.7132, 0.3807], [-2.4422, 0.0313, -1.1482], [-1.8897, 1.8249, -0.7323], [0.8773, 2.3730, 2.1992]],
  "e_above_lowest_kj_mol": 226.68,
  "homo_lumo_gap_ev": 6.68,
  "fmax_ev_per_a": 8.07,
  "total_energy_ha": -546.6980
}

=====

[2]
{
  "formula": "CH5NO",
  "method": "ωB97M-V/def2-TZVPD",
  "species": ["C", "N", "O", "H", "H", "H", "H", "H"],
  "positions_angstrom": [[-1.0957, 1.1799, 0.9274], [1.2943, -1.0105, -0.8733], [0.0097, 0.8311, 0.6733], [0.5543, -0.2284, -0.8125], [-1.5215, 2.0474, 0.3918], [-1.7370, 0.5678, 1.6920], [1.0337, -1.7734, -0.2763], [1.4622, -1.6139, -1.7222]],
  "e_above_lowest_kj_mol": 115.79,
  "homo_lumo_gap_ev": 9.97,
  "fmax_ev_per_a": 3.03,
  "smiles": "C=O.N",
  "total_energy_ha": -171.0381
}

=====

[3]
{
  "formula": "C9H20NO3SSc",
  "method": "ωB97M-V/def2-TZVPD",
  "species": ["Sc", "N", "C", "C", "O", "O", "H", "H", "H", "H", "C", "C", "C", "C", "C", "H", "H", "H", "H", "H", "H", "H", "H", "H", "H", "C", "S", "C", "O", "H", "H", "H", "H", "H", "H"],
  "positions_angstrom": [[0.9386, 0.8300, -0.3494], [1.7440, 3.1409, 0.0466], [2.7950, 2.9603, 1.0830], [2.4896, 1.7299, 1.9388], [2.5336, 1.7829, 3.1495], [2.1818, 0.6723, 1.2353], [2.0403, 3.8403, -0.6244], [0.9138, 3.5247, 0.4923], [2.9013, 3.8334, 1.7252], [3.7390, 2.7847, 0.5661], [-1.4352, -2.3324, -1.3238], [-0.2356, -1.7753, -2.1030], [-0.7745, -0.9152, -3.2517], [0.5317, -2.9586, -2.7071], [0.6418, -0.9307, -1.2035], [-2.0725, -2.9651, -1.9537], [-2.0569, -1.5184, -0.9373], [-1.1028, -2.9296, -0.4713], [-1.4510, -1.4738, -3.9073], [0.0519, -0.5283, -3.8509], [-1.3344, -0.0592, -2.8574], [-0.0933, -3.5535, -3.3821], [0.8978, -3.6190, -1.9167], [1.3987, -2.6006, -3.2662], [1.3396, -1.5533, -0.6048], [-2.9546, 0.5044, 1.9901], [-1.2747, 0.0523, 1.6331], [-0.5464, 0.2398, 3.2384], [-0.7535, 1.2929, 0.8541], [-2.9892, 1.4522, 2.5255], [-3.4062, -0.2990, 2.5723], [-3.4597, 0.5832, 1.0294], [-0.9392, -0.5649, 3.8624], [-0.7909, 1.2180, 3.6495], [0.5322, 0.1348, 3.1188]],
  "homo_lumo_gap_ev": 5.42,
  "fmax_ev_per_a": 0.88,
  "total_energy_ha": -1794.2859
}

=====

[4]
{
  "formula": "C5H13NO2",
  "method": "ωB97M-V/def2-TZVPD",
  "species": ["C", "N", "C", "C", "C", "C", "O", "H", "H", "H", "H", "H", "H", "H", "H", "H", "H", "H", "H", "H", "O"],
  "positions_angstrom": [[0.7198, -1.6969, -1.2216], [0.1245, -0.3614, -0.9995], [-1.3463, -0.4495, -1.0638], [0.4738, -0.7364, 1.5136], [0.4286, 0.2282, 0.3453], [1.7752, 0.9566, 0.1590], [2.2094, 1.6268, 1.0600], [0.6832, -1.8544, -2.3176], [1.7511, -1.7752, -0.9104], [0.0629, -2.5235, -0.8791], [-1.7050, -1.3288, -1.5980], [-1.5532, 0.4147, -1.7530], [-1.9419, -0.2978, -0.1523], [0.7658, -0.2968, 2.4733], [1.1417, -1.5926, 1.3741], [-0.5344, -1.1707, 1.6751], [-0.3346, 0.9735, 0.5617], [2.2922, 0.8748, -0.8139], [-1.8619, 3.1106, 0.0905], [-1.4438, 3.2862, 1.5475], [-1.7071, 2.6124, 0.9090]],
  "e_above_lowest_kj_mol": 230.18,
  "homo_lumo_gap_ev": 9.36,
  "fmax_ev_per_a": 2.79,
  "smiles": "C[C@@H](C=O)N(C)C.O",
  "total_energy_ha": -403.4889
}

=====

[5]
{
  "formula": "C4H28NO9S",
  "method": "ωB97M-V/def2-TZVPD",
  "species": ["C", "N", "C", "C", "S", "C", "H", "H", "H", "H", "H", "H", "H", "H", "H", "H", "H", "H", "O", "H", "H", "O", "H", "H", "O", "H", "H", "O", "H", "H", "O", "H", "H", "O", "H", "H", "O", "H", "H", "O", "H", "H", "O"],
  "positions_angstrom": [[0.9086, 0.5752, 0.7934], [-0.0119, 0.2024, -0.2719], [-0.9573, -0.8911, 0.0486], [-0.8026, -2.0391, -0.9645], [0.4045, -3.3192, -0.4484], [-2.3869, -0.3571, 0.0345], [0.4286, 1.0690, 1.6306], [1.4105, -0.3106, 1.1775], [1.6800, 1.2464, 0.3988], [-0.5110, 1.0331, -0.5778], [-0.7222, -1.3037, 1.0210], [-1.7589, -2.5627, -1.0501], [-0.5076, -1.6380, -1.9370], [-2.5084, 0.4858, 0.7147], [-3.0934, -1.1378, 0.3424], [-2.6990, -0.0265, -0.9624], [2.1025, -2.0572, 1.9028], [0.8192, -2.8433, 1.9308], [1.3794, -2.3106, 2.5174], [-2.7013, 0.9647, 2.7361], [-1.2567, 0.7688, 3.2172], [-1.9139, 1.4817, 3.0032], [0.3762, -1.1495, 3.2437], [0.4047, -0.3117, 4.5665], [-0.1106, -0.4617, 3.7762], [1.5481, 1.6222, -2.6018], [0.4319, 2.2112, -3.5110], [1.1741, 2.4790, -2.9383], [-1.5183, 2.0784, -2.8537], [-1.1565, 0.5927, -3.0268], [-1.3489, 1.3832, -3.5424], [2.5941, -2.5901, 0.0333], [2.9039, -1.1071, -0.1752], [3.1248, -1.8556, 0.4180], [-0.1605, 3.2803, -1.8424], [-1.0454, 3.4685, -0.5197], [-1.0694, 3.3153, -1.4865], [-0.2646, 3.8011, 1.7506], [-1.3949, 2.7686, 1.8780], [-1.0771, 3.5154, 1.3245], [2.0009, -0.9378, -2.6223], [1.2846, -0.2094, -1.4297], [2.0669, -0.1516, -2.0588]],
  "e_above_lowest_kj_mol": 0.00,
  "homo_lumo_gap_ev": 6.73,
  "fmax_ev_per_a": 1.04,
  "total_energy_ha": -1299.4259,
  "total_charge": -1
}

=====

[6]
{
  "formula": "C29H52ClF3N2O9P2S2",
  "method": "ωB97M-V/def2-TZVPD",
  "species": ["C", "C", "C", "C", "N", "C", "C", "C", "C", "N", "C", "P", "O", "P", "O", "Cl", "C", "C", "O", "C", "C", "O", "O", "C", "C", "C", "C", "C", "O", "C", "O", "C", "C", "C", "C", "O", "C", "O", "C", "F", "F", "F", "C", "S", "S", "C", "C", "C", "H", "H", "H", "H", "H", "H", "H", "H", "H", "H", "H", "H", "H", "H", "H", "H", "H", "H", "H", "H", "H", "H", "H", "H", "H", "H", "H", "H", "H", "H", "H", "H", "H", "H", "H", "H", "H", "H", "H", "H", "H", "H", "H", "H", "H", "H", "H", "H", "H", "H", "H", "H"],
  "positions_angstrom": [[-4.1409, -3.3571, 7.1096], [-5.0555, -2.5146, 6.2066], [-4.6033, -2.4003, 4.7398], [-4.8718, -1.0060, 4.1631], [-5.2257, -0.9251, 2.7311], [-4.3976, -1.7142, 1.8154], [-2.9266, -1.3447, 1.9304], [-2.0941, -2.0579, 0.8496], [-1.7117, -1.1519, -0.3200], [-0.4349, -0.4861, -0.0567], [0.2804, 0.2282, -1.0953], [0.6950, 1.8904, -0.3213], [-0.3953, 2.3358, 0.5838], [-0.8540, 0.4815, -2.6126], [-1.8450, 1.5283, -1.8654], [0.2620, 1.8519, -3.7754], [1.6061, -0.5055, -1.5531], [1.4100, -1.4974, -2.7199], [0.2421, -2.2743, -2.4511], [-0.4618, -2.7864, -3.5081], [0.3536, -3.6125, -4.4548], [-1.6453, -2.6641, -3.5471], [2.6104, 0.4825, -1.8169], [3.3615, 0.5397, -3.0433], [4.3146, -0.6445, -3.2359], [5.5398, -0.7913, -2.3177], [6.8615, -0.3085, -2.9514], [7.8963, 0.3046, -2.0148], [8.4335, 1.4759, -2.6588], [9.6028, 1.9346, -2.2346], [10.0815, 2.9449, -2.6302], [4.0650, 1.9113, -3.1258], [4.7124, 2.4973, -1.8505], [4.1690, 3.8678, -1.3919], [5.2292, 4.8287, -0.8803], [5.4830, 4.5513, 0.5256], [6.6418, 3.9229, 0.7848], [6.7071, 2.8364, 1.2684], [2.1885, -1.3464, -0.3686], [2.2983, -0.6516, 0.7575], [1.5128, -2.4568, -0.1113], [3.4345, -1.7440, -0.6915], [-6.6220, -1.1068, 2.5298], [-7.4212, -2.5272, 2.4105], [-7.2980, 0.4733, 2.4367], [-9.0595, 0.1989, 2.2609], [-9.7268, 1.4946, 1.7919], [-9.6332, 2.6569, 2.7995], [-4.5138, -4.3743, 7.2339], [-4.0245, -2.9071, 8.0960], [-3.1380, -3.4399, 6.6815], [-5.1487, -1.5126, 6.6356], [-6.0623, -2.9406, 6.2229], [-5.1144, -3.1521, 4.1355], [-3.5339, -2.6238, 4.6888], [-5.7077, -0.5599, 4.7083], [-4.0157, -0.3483, 4.3367], [-4.5429, -2.7946, 1.9466], [-4.7324, -1.4832, 0.7979], [-2.8437, -0.2573, 1.8193], [-2.5516, -1.5796, 2.9282], [-1.1683, -2.4336, 1.2943], [-2.6383, -2.9288, 0.4763], [-1.6192, -1.7327, -1.2363], [-2.5172, -0.4194, -0.4631], [-0.5392, 0.1080, 0.7601], [1.9167, 1.7025, 0.3345], [0.9889, 2.7451, -1.3718], [-2.4108, 1.9670, -2.5185], [1.3255, -0.9700, -3.6719], [2.2641, -2.1731, -2.7590], [0.6147, -4.5544, -3.9708], [1.2858, -3.1197, -4.7346], [-0.2356, -3.8023, -5.3503], [2.6706, 0.5184, -3.8925], [4.6706, -0.5528, -4.2697], [3.7565, -1.5765, -3.2071], [5.3642, -0.3255, -1.3464], [5.6464, -1.8577, -2.1065], [7.3307, -1.1799, -3.4159], [6.6743, 0.3989, -3.7613], [8.7127, -0.3965, -1.8224], [7.4667, 0.5904, -1.0527], [10.0927, 1.2852, -1.4979], [3.3280, 2.6294, -3.4932], [4.8134, 1.8178, -3.9171], [5.7748, 2.6487, -2.0694], [4.6832, 1.7876, -1.0234], [3.4776, 3.7561, -0.5630], [3.6538, 4.3568, -2.2252], [4.8920, 5.8638, -0.9372], [6.1603, 4.7229, -1.4442], [7.5281, 4.5275, 0.5480], [-9.2205, -0.6105, 1.5498], [-9.4693, -0.1177, 3.2243], [-10.7766, 1.2609, 1.5998], [-9.2830, 1.7905, 0.8380], [-10.6227, 2.9393, 3.1625], [-9.0263, 2.3950, 3.6670], [-9.2043, 3.5502, 2.3446]],
  "homo_lumo_gap_ev": 8.63,
  "fmax_ev_per_a": 0.78,
  "total_energy_ha": -4161.7474
}

=====

Ordered LUMO energy results: -0.803, 0.637, -0.142, 0.672, 2.778, 0.243; unit eV.